[1]
Formula: C17H23IrN4O9S2
Source: the OMol25 dataset
Level of theory: ωB97M-V with the def2-TZVPD basis set

Geometry as XYZ:
```
56
C17H23IrN4O9S2 (ωB97M-V with the def2-TZVPD basis set)
Ir 0.91419 1.25909 -1.46766
O -0.27602 2.46214 -0.48959
C -0.16640 3.72955 -0.43486
C 0.67964 4.56352 -1.16890
C 0.62733 5.96001 -0.91860
C 1.38542 6.78675 -1.68055
C 2.20326 6.30042 -2.71360
C 2.26729 4.95362 -2.97323
C 1.51894 4.05813 -2.19811
O 1.59895 2.77523 -2.47160
N 1.34259 8.24396 -1.42048
O 0.61612 8.61246 -0.52645
O 2.01980 8.94006 -2.13837
H -0.86387 4.17172 0.27753
H -0.00666 6.36713 -0.14130
H 2.77772 7.01050 -3.29397
H 2.88824 4.56684 -3.76909
C 4.67218 1.60159 0.38660
S 3.38074 0.39662 0.17010
C 3.29135 -0.31885 1.79561
O 2.08064 1.29127 0.13168
H 5.59422 1.06209 0.60649
H 4.40243 2.26805 1.20418
H 4.77737 2.13822 -0.55441
H 4.24008 -0.82174 1.98714
H 2.48188 -1.04595 1.78699
H 3.11153 0.47198 2.52218
C -5.22403 -5.43923 3.22642
C -3.80789 -4.92042 2.98776
S -3.68593 -4.29339 1.33660
O -4.44590 -3.07182 1.21848
O -3.89099 -5.35813 0.39395
C -1.97216 -3.77053 1.14221
C -1.84152 -3.45344 -0.34321
N -0.67426 -2.59317 -0.63513
C -0.75767 -1.26279 -0.77032
N 0.44656 -0.75945 -1.09555
C 1.32889 -1.81455 -1.15630
C 0.63581 -2.94012 -0.87594
N 1.17645 -4.28079 -0.80292
O 2.32148 -4.39750 -1.17328
O 0.46113 -5.14515 -0.34747
C -2.01594 -0.48936 -0.62312
H -5.29083 -5.81878 4.24399
H -5.46143 -6.24712 2.53752
H -5.95652 -4.64350 3.10447
H -3.06252 -5.71180 3.07889
H -3.55476 -4.09911 3.65943
H -1.27859 -4.54928 1.45326
H -1.85438 -2.87913 1.75988
H -2.70992 -2.89405 -0.68570
H -1.77202 -4.35960 -0.93495
H 2.36284 -1.73638 -1.44480
H -2.70647 -0.72324 -1.43583
H -1.80588 0.57646 -0.63896
H -2.52252 -0.72902 0.31286
```

The value obtained for the calculated total energy is -66875.5327 eV. As for the net charge: +2. The value obtained for the relative energy (zero: lowest compared OMol25 entry of this formula, charge and spin) is 0.0 kJ/mol. As for the HOMO energy: -15.07 eV.


[2]
Formula: C10H22O9S2
Source: the OMol25 dataset
Level of theory: ωB97M-V with the def2-TZVPD basis set

Geometry as XYZ:
```
43
C10H22O9S2 (ωB97M-V with the def2-TZVPD basis set)
O 1.05587 1.52531 -4.10689
C 1.61485 0.73701 -3.18494
O 1.25501 -0.68461 -2.90525
C 1.49761 -1.04324 -1.46858
C 1.88692 0.41573 -0.75181
C 2.76642 0.99603 -2.04705
O 3.34852 2.33483 -1.86525
H 0.66956 -1.64943 -0.90554
H 2.43067 -1.78097 -1.39915
H 0.91427 1.10220 -0.83659
H 2.40391 0.38442 0.29766
H 3.52654 0.10067 -2.19768
H 4.01383 2.30409 -1.09028
C -2.10289 -6.91852 1.19634
C -1.29967 -6.70894 -0.07365
O -1.76293 -5.57976 -0.79956
S -1.34000 -4.09236 -0.28588
C -1.84064 -3.20496 -1.73981
O 0.10133 -4.02335 -0.17522
O -2.21386 -3.71147 0.80378
H -1.92634 -6.10904 1.91118
H -1.82623 -7.86078 1.67806
H -3.17575 -6.93013 0.97984
H -0.23016 -6.62056 0.14367
H -1.42597 -7.58098 -0.72354
H -1.22077 -3.52345 -2.58000
H -1.69794 -2.13921 -1.55078
H -2.89501 -3.41034 -1.93398
C -0.96501 6.04878 3.47026
C -1.52151 5.42429 2.20444
O -0.51242 5.26511 1.21803
S 0.53857 4.02881 1.36665
C 1.22358 4.12229 -0.26859
O -0.20228 2.79150 1.48779
O 1.56709 4.40493 2.31361
H -0.27112 5.36772 3.97234
H -1.77066 6.28694 4.17072
H -0.41010 6.96380 3.24035
H -2.01326 4.46926 2.41655
H -2.28008 6.09098 1.78152
H 0.44143 3.89041 -0.99391
H 2.03012 3.38988 -0.33919
H 1.61850 5.12711 -0.42970
```

The value obtained for the calculated total energy is -50820.3210 eV. As for the net charge: 0. The SMILES is O=C1OCC[C@@H]1O.CCOS(C)(=O)=O.CCOS(C)(=O)=O. As for the HOMO energy: -10.58 eV.